# 1
Here is a 7-piece molecular cluster, C41H94F3N3O14P overall from the OMol25 dataset. Energies are from wB97M-V/def2-TZVPD.

```
156
C41H94F3N3O14P (wB97M-V/def2-TZVPD)
C -5.421 -4.745 -0.388
C -4.348 -3.790 0.219
C -3.247 -4.545 1.008
C -2.384 -3.502 1.843
C -0.939 -3.281 1.253
C -0.443 -1.808 1.397
C -0.878 -1.161 2.725
C -0.143 0.189 3.000
C -1.115 1.299 3.490
C -0.530 2.729 3.327
C -1.493 3.679 2.557
C -1.390 3.459 1.001
C -1.444 4.834 0.333
N -1.316 4.842 -1.164
C -0.783 3.693 -1.727
N 0.588 3.547 -2.021
C 1.473 4.433 -1.222
C 1.943 3.804 0.136
O 1.473 4.522 1.262
C 3.497 3.900 0.197
F 3.899 3.706 1.434
F 4.018 3.007 -0.627
F 3.914 5.130 -0.110
C 0.854 3.916 -3.475
P 2.107 2.682 -4.128
O 1.550 1.905 -5.224
O 3.429 3.447 -4.638
O 2.589 1.645 -2.984
N -1.562 2.704 -2.063
C -3.030 2.748 -1.877
C -3.630 3.466 -3.136
O -4.925 2.950 -3.396
C -5.468 3.432 -4.582
C -5.157 4.818 -5.146
O -6.206 2.735 -5.146
C -1.062 1.474 -2.659
O -1.155 1.561 -4.053
O -1.145 0.252 -4.520
H -5.371 -4.726 -1.486
H -6.421 -4.382 -0.113
H -5.286 -5.773 -0.030
H -4.861 -3.143 0.949
H -3.877 -3.160 -0.553
H -2.622 -5.180 0.363
H -3.768 -5.218 1.707
H -2.265 -3.946 2.840
H -2.972 -2.577 1.882
H -0.272 -3.986 1.772
H -0.972 -3.608 0.200
H 0.664 -1.838 1.299
H -0.847 -1.282 0.511
H -1.950 -0.919 2.643
H -0.765 -1.879 3.548
H 0.554 -0.027 3.828
H 0.484 0.506 2.152
H -2.085 1.186 2.979
H -1.274 1.101 4.561
H 0.417 2.716 2.770
H -0.416 3.150 4.336
H -1.391 4.731 2.852
H -2.509 3.358 2.849
H -0.452 2.907 0.847
H -2.223 2.793 0.746
H -0.731 5.549 0.757
H -2.434 5.262 0.564
H -2.151 5.157 -1.641
H 2.400 4.531 -1.808
H 1.097 5.460 -1.084
H 1.670 2.743 0.204
H 1.445 5.451 0.991
H 1.199 4.951 -3.577
H -0.086 3.719 -4.005
H 4.230 3.023 -4.284
H 2.104 0.809 -3.065
H -3.309 3.367 -1.023
H -3.460 1.748 -1.779
H -2.940 3.445 -3.991
H -3.750 4.535 -2.859
H -5.385 5.652 -4.473
H -5.728 4.919 -6.071
H -4.094 4.872 -5.437
H -1.755 0.670 -2.355
H -0.072 1.180 -2.286
H -1.530 0.348 -5.408
C 4.988 -3.502 1.129
C 3.898 -2.701 0.438
C 4.462 -1.853 -0.693
O 3.249 -1.855 1.389
H 5.736 -2.838 1.573
H 4.566 -4.095 1.942
H 5.491 -4.173 0.430
H 3.140 -3.380 0.044
H 5.192 -1.134 -0.311
H 3.667 -1.278 -1.173
H 4.948 -2.473 -1.448
H 3.908 -1.247 1.745
C 0.318 -8.749 3.487
C 0.185 -7.852 2.270
C 1.536 -7.295 1.843
O -0.704 -6.771 2.563
H 0.720 -8.191 4.340
H -0.654 -9.131 3.786
H 0.977 -9.595 3.284
H -0.258 -8.414 1.447
H 1.974 -6.689 2.642
H 1.425 -6.645 0.972
H 2.233 -8.098 1.593
H -0.321 -6.268 3.292
C 5.090 -3.692 5.086
C 4.256 -4.804 5.706
C 5.132 -5.814 6.432
O 3.506 -5.468 4.686
H 5.789 -4.097 4.348
H 4.448 -2.982 4.561
H 5.659 -3.154 5.845
H 3.535 -4.376 6.404
H 5.832 -6.288 5.738
H 4.522 -6.609 6.863
H 5.703 -5.339 7.232
H 4.133 -5.852 4.061
C -2.611 -11.858 0.726
C -2.316 -11.837 2.218
C -3.510 -12.323 3.024
O -1.974 -10.510 2.620
H -3.449 -11.197 0.488
H -1.749 -11.499 0.161
H -2.856 -12.866 0.386
H -1.450 -12.466 2.430
H -4.377 -11.677 2.860
H -3.289 -12.294 4.092
H -3.782 -13.345 2.752
H -2.732 -9.940 2.439
C 6.336 7.367 -0.914
C 7.792 7.653 -0.577
C 8.100 7.315 0.874
O 8.079 9.028 -0.819
H 5.668 7.975 -0.296
H 6.128 7.622 -1.955
H 6.094 6.315 -0.757
H 8.441 7.072 -1.234
H 7.490 7.921 1.550
H 9.144 7.532 1.104
H 7.909 6.261 1.085
H 7.512 9.555 -0.244
C -5.119 9.831 -5.593
C -5.635 8.801 -6.586
C -6.693 9.396 -7.501
O -6.185 7.684 -5.879
H -5.930 10.191 -4.953
H -4.367 9.388 -4.937
H -4.675 10.686 -6.105
H -4.805 8.420 -7.184
H -7.554 9.742 -6.923
H -7.060 8.645 -8.202
H -6.295 10.238 -8.069
H -6.921 8.007 -5.346
```

Properties
Net charge   +1
Multiplicity   1
Orbital gap   7.191 eV

Mulliken atomic charge list, values in e, 99 entries: number 1, C, carries -1.12; number 2, C, carries -0.31; number 3, C, carries -0.90; number 4, C, carries -0.34; number 5, C, carries -0.72; number 6, C, carries 0.34; number 7, C, carries -0.43; number 8, C, carries -0.42; number 9, C, carries -0.86; number 10, C, carries -0.89; number 11, C, carries -1.50; number 12, C, carries 0.87; number 13, C, carries -1.68; number 14, N, carries 0.00; number 15, C, carries -0.94; number 16, N, carries 1.13; number 17, C, carries -1.18; number 18, C, carries -0.22; number 19, O, carries -0.51; number 20, C, carries 0.36; number 21, F, carries -0.27; number 22, F, carries -0.18; number 23, F, carries -0.26; number 24, C, carries -0.72; number 25, P, carries 0.95; number 26, O, carries -0.71; number 27, O, carries -0.51; number 28, O, carries -0.43; number 29, N, carries 0.70; number 30, C, carries -1.07; number 31, C, carries -0.39; number 32, O, carries -0.39; number 33, C, carries 0.57; number 34, C, carries -0.89; number 35, O, carries -0.49; number 36, C, carries -1.01; number 37, O, carries -0.10; number 38, O, carries -0.39; number 39, H, carries 0.29; number 40, H, carries 0.30; number 41, H, carries 0.34; number 42, H, carries 0.28; number 43, H, carries 0.19; number 44, H, carries 0.33; number 45, H, carries 0.43; number 46, H, carries 0.30; number 47, H, carries 0.22; number 48, H, carries 0.06; number 49, H, carries 0.54; number 50, H, carries -0.06; number 51, H, carries -0.19; number 52, H, carries 0.11; number 53, H, carries 0.39; number 54, H, carries 0.30; number 55, H, carries 0.17; number 56, H, carries 0.48; number 57, H, carries 0.33; number 58, H, carries 0.38; number 59, H, carries 0.55; number 60, H, carries 0.59; number 61, H, carries 0.48; number 62, H, carries -0.32; number 63, H, carries 0.58; number 64, H, carries 0.44; number 65, H, carries 0.52; number 66, H, carries 0.46; number 67, H, carries 0.69; number 68, H, carries 0.52; number 69, H, carries 0.11; number 70, H, carries 0.45; number 71, H, carries 0.63; number 72, H, carries 0.38; number 73, H, carries 0.33; number 74, H, carries 0.30; number 75, H, carries 0.37; number 76, H, carries 0.63; number 77, H, carries 0.51; number 78, H, carries 0.23; number 79, H, carries 0.34; number 80, H, carries 0.33; number 81, H, carries 0.29; number 82, H, carries 0.57; number 83, H, carries 0.39; number 84, H, carries 0.31; number 85, C, carries -1.23; number 86, C, carries 0.62; number 87, C, carries -1.29; number 88, O, carries -0.48; number 89, H, carries 0.37; number 90, H, carries 0.10; number 91, H, carries 0.45; number 92, H, carries 0.28; number 93, H, carries 0.33; number 94, H, carries 0.18; number 95, H, carries 0.41; number 96, H, carries 0.28; number 97, C, carries -1.34; number 98, C, carries 0.49; number 99, C, carries -1.03


# 2
Here is C33H28N6O4Pd as an isolated structure from the OMol25 dataset. Energies are from wB97M-V/def2-TZVPD.

```
72
C33H28N6O4Pd (wB97M-V/def2-TZVPD)
Pd 0.013 0.204 0.706
O 0.074 -0.231 2.902
C -0.770 -0.909 3.518
C -1.232 -0.472 4.814
C -2.025 -1.266 5.565
C -2.480 -2.549 5.091
C -2.126 -2.989 3.869
C -1.294 -2.190 3.001
C -1.057 -2.681 1.749
N -0.431 -2.003 0.723
N -0.164 -2.735 -0.261
C 0.325 -2.038 -1.424
O 0.711 -0.884 -1.358
C 0.286 -2.827 -2.656
C 0.684 -2.214 -3.849
C 0.656 -2.928 -5.029
C 0.232 -4.255 -5.028
C -0.162 -4.870 -3.847
C -0.138 -4.161 -2.659
H -0.859 0.473 5.183
H -2.317 -0.942 6.555
H -3.116 -3.151 5.724
H -2.479 -3.943 3.500
H -1.436 -3.663 1.481
H 1.015 -1.185 -3.833
H 0.965 -2.462 -5.954
H 0.215 -4.813 -5.955
H -0.483 -5.902 -3.854
H -0.434 -4.637 -1.736
O 2.788 5.737 -2.261
C 1.408 5.521 -2.415
C 1.031 4.274 -1.669
C -0.281 3.813 -1.667
C -0.601 2.676 -0.959
N 0.315 1.993 -0.265
C 1.599 2.397 -0.294
C 1.981 3.538 -0.976
C 2.554 1.508 0.404
C 3.897 1.784 0.551
C 4.721 0.881 1.218
C 6.192 1.201 1.364
O 6.378 2.537 1.780
C 4.150 -0.271 1.731
C 2.797 -0.493 1.555
N 2.024 0.369 0.903
H 3.045 6.542 -2.720
H 1.129 5.392 -3.467
H 0.815 6.352 -2.016
H -1.059 4.332 -2.213
H -1.612 2.295 -0.937
H 3.012 3.859 -0.987
H 4.317 2.705 0.171
H 6.664 1.110 0.383
H 6.675 0.479 2.026
H 6.401 2.580 2.740
H 4.743 -1.000 2.268
H 2.305 -1.372 1.947
N -3.960 1.138 1.498
C -2.633 1.088 1.679
N -2.036 0.409 0.720
C -3.036 0.000 -0.161
C -2.972 -0.718 -1.355
C -4.164 -0.966 -2.002
C -5.393 -0.515 -1.490
C -5.467 0.204 -0.317
C -4.261 0.452 0.332
H -4.610 1.597 2.115
H -2.126 1.543 2.515
H -2.033 -1.055 -1.773
H -4.156 -1.518 -2.932
H -6.301 -0.734 -2.035
H -6.412 0.558 0.073
```

Properties
Net charge   +2
Multiplicity   1
Orbital gap (spin up / spin down)   6.177 / 6.177 eV

Which charges does Mulliken predict for the atoms? In e, they are: number 1, Pd, carries 0.62; number 2, O, carries -0.41; number 3, C, carries 0.31; number 4, C, carries -0.40; number 5, C, carries -0.42; number 6, C, carries -0.50; number 7, C, carries -1.28; number 8, C, carries 1.27; number 9, C, carries -0.87; number 10, N, carries 1.46; number 11, N, carries -1.02; number 12, C, carries 0.21; number 13, O, carries -0.44; number 14, C, carries 0.53; number 15, C, carries -0.41; number 16, C, carries -0.69; number 17, C, carries -0.39; number 18, C, carries -0.74; number 19, C, carries -0.21; number 20, H, carries 0.53; number 21, H, carries 0.44; number 22, H, carries 0.45; number 23, H, carries 0.42; number 24, H, carries 0.34; number 25, H, carries 0.44; number 26, H, carries 0.43; number 27, H, carries 0.42; number 28, H, carries 0.43; number 29, H, carries 0.45; number 30, O, carries -0.49; number 31, C, carries -0.54; number 32, C, carries 0.34; number 33, C, carries -1.15; number 34, C, carries -0.18; number 35, N, carries -0.05; number 36, C, carries 0.58; number 37, C, carries -0.55; number 38, C, carries 0.02; number 39, C, carries -0.63; number 40, C, carries 0.78; number 41, C, carries -0.81; number 42, O, carries -0.49; number 43, C, carries -1.11; number 44, C, carries -0.49; number 45, N, carries 0.23; number 46, H, carries 0.32; number 47, H, carries 0.35; number 48, H, carries 0.35; number 49, H, carries 0.50; number 50, H, carries 0.43; number 51, H, carries 0.65; number 52, H, carries 0.50; number 53, H, carries 0.28; number 54, H, carries 0.39; number 55, H, carries 0.32; number 56, H, carries 0.41; number 57, H, carries 0.59; number 58, N, carries -0.06; number 59, C, carries -1.04; number 60, N, carries 0.87; number 61, C, carries 0.16; number 62, C, carries -0.32; number 63, C, carries -0.84; number 64, C, carries -0.58; number 65, C, carries -1.12; number 66, C, carries 0.86; number 67, H, carries 0.26; number 68, H, carries 0.56; number 69, H, carries 0.32; number 70, H, carries 0.49; number 71, H, carries 0.43; number 72, H, carries 0.47


Table of energy relative to the best compared isomer or geometry (same formula, charge and spin) (kcal/mol), in record order: 44.6, 0.0
Table of largest force on an atom (hartree/bohr), in record order: 0.060, 0.029